[1]
110
Properties=species:S:1:pos:R:3 method="wB97M-V/def2-TZVPD" homo_energy_ev=-3.4255 lumo_energy_ev=1.9304 homo_lumo_gap_ev=5.356 charge=-1
Hf 0.634 -0.419 0.984
O 4.523 1.205 -0.913
C 3.408 -0.346 0.531
O 2.323 0.495 0.749
C 3.081 -1.833 0.751
O 3.970 -2.668 0.750
O 1.843 -2.089 0.982
Br 1.473 -2.775 5.423
C 1.556 -0.891 5.229
C 1.975 -0.145 6.319
C 1.973 1.224 6.237
Br 2.532 2.225 7.762
C 1.546 1.887 5.072
C 1.404 3.282 4.968
C 0.980 3.808 3.771
C 0.710 2.953 2.706
N 0.776 1.631 2.768
C 1.175 1.099 3.946
C 1.146 -0.333 4.016
O 0.699 -1.026 3.021
H 2.273 -0.642 7.229
H 1.616 3.920 5.812
H 0.843 4.873 3.645
H 0.400 3.378 1.770
C -0.743 -5.020 -0.776
C -0.749 -3.766 -1.656
C -1.636 -4.012 -2.881
C 0.661 -3.359 -2.026
C 1.502 -4.276 -2.637
C 2.817 -3.966 -2.931
C 3.304 -2.702 -2.658
C 2.484 -1.739 -2.096
C 2.953 -0.310 -1.971
C 3.475 0.182 -3.324
C 4.012 -0.111 -0.874
C 1.168 -2.079 -1.733
N 0.415 -1.120 -1.050
C -0.620 -0.509 -1.666
C -1.365 0.439 -0.963
N -1.042 0.759 0.350
C -1.413 2.084 0.635
C -0.789 3.141 -0.071
C -1.195 4.446 0.160
C -2.207 4.727 1.059
C -2.816 3.695 1.748
C -2.442 2.374 1.550
C -3.181 1.302 2.322
C -2.278 0.684 3.391
C -3.780 0.219 1.422
C 0.371 2.882 -1.015
C 0.062 3.378 -2.430
C 1.673 3.517 -0.508
C -2.365 1.000 -1.852
C -3.381 1.931 -1.784
C -4.154 2.193 -2.933
C -3.928 1.591 -4.144
C -2.872 0.654 -4.270
C -2.452 -0.013 -5.447
C -1.359 -0.840 -5.410
C -0.639 -1.103 -4.227
C -1.062 -0.525 -3.055
C -2.154 0.377 -3.117
H -1.738 -5.185 -0.370
H -0.047 -4.903 0.049
H -0.458 -5.901 -1.347
H -1.199 -2.957 -1.075
H -1.223 -4.796 -3.514
H -1.743 -3.110 -3.478
H -2.626 -4.323 -2.551
H 1.126 -5.260 -2.875
H 3.465 -4.706 -3.377
H 4.330 -2.463 -2.895
H 2.100 0.322 -1.690
H 4.325 -0.410 -3.652
H 3.795 1.219 -3.253
H 2.691 0.105 -4.075
H 4.858 -0.787 -1.028
H 4.216 -0.104 1.254
H 3.831 1.749 -0.513
H -0.704 5.260 -0.358
H -2.522 5.748 1.217
H -3.617 3.918 2.440
H -4.016 1.798 2.836
H -1.469 0.125 2.917
H -2.850 0.007 4.025
H -1.851 1.467 4.017
H -3.000 -0.419 1.017
H -4.325 0.668 0.594
H -4.470 -0.402 1.992
H 0.548 1.803 -1.061
H 0.040 4.465 -2.464
H -0.898 3.000 -2.771
H 0.824 3.030 -3.126
H 1.534 4.569 -0.266
H 2.443 3.441 -1.274
H 2.020 2.989 0.377
H -3.592 2.480 -0.879
H -4.958 2.914 -2.843
H -4.538 1.833 -5.003
H -2.991 0.152 -6.370
H -1.032 -1.320 -6.323
H 0.223 -1.752 -4.262
N 0.553 -4.008 2.372
C -0.629 -3.439 2.602
N -1.344 -3.826 3.680
S -1.355 -2.409 1.492
H 1.007 -4.515 3.117
H 1.165 -3.526 1.697
H -0.855 -4.191 4.482
H -2.178 -3.291 3.856

***

[2]
114
Properties=species:S:1:pos:R:3 method="wB97M-V/def2-TZVPD" spin_multiplicity=6 homo_energy_ev="-12.9972 / -13.0060" lumo_energy_ev="-6.1259 / -6.1012" homo_lumo_gap_ev="6.871 / 6.905" charge=+2 s_squared=9.34
Dy -2.654 -23.599 -2.557
Br 2.443 -23.324 -1.572
C 1.084 -22.064 -1.618
C 1.564 -20.718 -1.808
C 0.735 -19.672 -2.075
Br 1.515 -17.980 -1.782
C -0.630 -19.808 -2.392
C -1.465 -18.867 -3.029
C -2.830 -19.186 -3.286
C -3.247 -20.486 -3.017
N -2.438 -21.452 -2.524
C -1.142 -21.144 -2.189
C -0.336 -22.256 -1.754
O -0.817 -23.468 -1.545
H 2.619 -20.507 -1.678
H -1.086 -17.926 -3.309
H -3.565 -18.398 -3.631
H -4.283 -20.762 -3.091
F -7.954 -25.265 -7.834
C -6.937 -25.396 -8.732
F -6.893 -26.790 -9.087
F -7.246 -24.660 -9.830
C -5.634 -25.002 -8.095
C -4.398 -25.726 -8.302
C -3.331 -25.478 -7.473
C -3.398 -24.641 -6.377
C -4.590 -23.935 -6.158
C -5.692 -24.102 -7.002
P -2.032 -24.332 -5.295
C -1.292 -22.820 -5.838
C -0.074 -22.387 -5.324
C 0.430 -21.144 -5.690
C -0.431 -20.249 -6.414
C -1.633 -20.796 -7.008
C -2.068 -22.031 -6.719
C -0.142 -18.815 -6.508
F -0.203 -18.413 -7.756
F -1.073 -18.110 -5.746
F 1.090 -18.496 -6.029
C -0.699 -25.581 -5.613
C -0.680 -26.777 -4.863
C 0.095 -27.914 -5.223
C 1.063 -27.842 -6.234
C 1.023 -26.690 -7.060
C 0.228 -25.574 -6.690
C 1.981 -28.981 -6.559
F 1.383 -29.940 -7.360
F 2.362 -29.720 -5.444
F 3.138 -28.572 -7.178
H -4.272 -26.508 -9.045
H -2.349 -25.905 -7.749
H -4.557 -23.264 -5.311
H -6.672 -23.593 -6.824
H 0.547 -23.135 -4.797
H 1.430 -20.786 -5.400
H -2.214 -20.084 -7.647
H -2.951 -22.446 -7.251
H -1.180 -26.806 -3.907
H -0.071 -28.812 -4.639
H 1.611 -26.594 -7.991
H 0.364 -24.644 -7.291
O -4.237 -23.899 -1.269
P -5.150 -24.493 -0.159
C -6.233 -25.600 -1.190
C -5.417 -26.623 -1.914
C -6.159 -27.311 -3.120
C -7.733 -27.268 -2.925
C -8.110 -27.378 -1.391
C -7.428 -26.305 -0.514
C -6.152 -23.188 0.632
C -7.425 -22.808 -0.193
C -8.262 -21.718 0.497
C -7.672 -20.950 1.643
C -6.158 -20.738 1.501
C -5.335 -21.943 0.996
C -4.160 -25.462 1.046
C -2.603 -25.124 1.170
C -2.188 -24.273 2.392
C -2.849 -24.566 3.757
C -4.365 -24.878 3.681
C -4.788 -25.677 2.448
H -6.654 -24.823 -1.906
H -5.158 -27.433 -1.204
H -4.378 -26.356 -2.188
H -5.791 -28.329 -3.196
H -5.810 -26.835 -4.053
H -8.253 -28.092 -3.443
H -8.102 -26.222 -3.267
H -7.838 -28.384 -1.148
H -9.224 -27.327 -1.333
H -7.015 -26.846 0.383
H -8.220 -25.620 -0.067
H -6.558 -23.654 1.513
H -8.023 -23.724 -0.361
H -7.181 -22.451 -1.166
H -9.344 -22.021 0.747
H -8.438 -21.056 -0.334
H -7.843 -21.538 2.557
H -8.149 -19.967 1.782
H -5.808 -20.473 2.502
H -5.998 -19.780 0.929
H -4.562 -22.254 1.747
H -4.688 -21.724 0.102
H -4.288 -26.486 0.582
H -2.152 -24.721 0.273
H -2.172 -26.151 1.313
H -2.434 -23.205 2.195
H -1.065 -24.347 2.550
H -2.683 -23.663 4.337
H -2.379 -25.390 4.234
H -4.972 -23.932 3.662
H -4.662 -25.497 4.558
H -5.864 -25.671 2.435
H -4.586 -26.727 2.605

***

[3]
115
Properties=species:S:1:pos:R:3 method="wB97M-V/def2-TZVPD" homo_energy_ev=-4.7866 lumo_energy_ev=1.5976 homo_lumo_gap_ev=6.384 charge=-1
Sn -2.614 -1.647 -0.664
S -3.443 -3.655 -2.199
C -3.357 -5.069 -1.193
C -4.099 -6.196 -1.524
C -3.937 -7.375 -0.819
C -4.639 -8.589 -1.175
N -5.195 -9.572 -1.409
C -3.028 -7.407 0.253
C -2.404 -6.250 0.677
C -2.572 -5.052 -0.032
S -1.675 -3.644 0.604
C -2.763 -8.569 1.046
N -2.372 -9.468 1.634
H -4.731 -6.161 -2.444
H -1.823 -6.261 1.585
C 9.350 6.712 -5.924
O 9.587 5.674 -5.028
C 8.502 5.115 -4.448
C 8.726 4.008 -3.618
C 7.673 3.314 -3.043
C 6.367 3.675 -3.245
C 6.153 4.727 -4.096
C 7.173 5.475 -4.688
C 5.285 3.003 -2.538
N 4.147 3.569 -2.278
C 3.397 2.545 -1.660
C 4.122 1.386 -1.618
N 5.348 1.706 -2.193
C 3.546 0.187 -1.061
C 4.206 -1.032 -0.933
C 3.491 -2.136 -0.519
C 2.114 -1.980 -0.197
N 1.485 -0.839 -0.251
C 2.180 0.248 -0.655
C 1.432 1.447 -0.745
N 0.138 1.415 -0.391
C -0.545 2.557 -0.506
C -0.041 3.729 -0.979
C 1.261 3.799 -1.362
C 2.027 2.638 -1.237
H 10.316 7.035 -6.356
H 8.911 7.634 -5.474
H 8.744 6.383 -6.786
H 9.729 3.684 -3.398
H 7.941 2.570 -2.294
H 5.100 4.940 -4.220
H 6.862 6.322 -5.268
H 6.086 1.077 -2.383
H 5.224 -1.099 -1.212
H 4.062 -3.069 -0.401
H 1.540 -2.850 0.140
H -1.608 2.479 -0.211
H -0.715 4.605 -0.988
H 1.673 4.759 -1.690
Cl -4.601 4.243 2.253
C -4.075 2.908 1.298
Cl -4.184 3.417 -0.409
H -4.719 2.049 1.423
H -3.063 2.615 1.588
I 0.023 -0.602 -4.004
C -1.923 -0.126 -4.650
C -2.842 -1.145 -4.604
C -4.152 -0.780 -4.884
C -4.464 0.501 -5.280
C -3.448 1.400 -5.338
N -2.203 1.122 -4.988
H -2.560 -2.107 -4.220
H -4.969 -1.499 -4.753
H -5.446 0.843 -5.448
H -3.687 2.461 -5.530
Te -4.829 -1.571 1.133
C -6.038 -0.363 -0.170
C -6.726 0.711 0.365
C -7.570 1.535 -0.390
C -7.587 1.318 -1.759
C -6.882 0.315 -2.335
C -6.088 -0.533 -1.577
H -6.708 0.883 1.469
H -8.174 2.332 0.085
H -8.269 1.849 -2.421
H -7.036 0.158 -3.396
H -5.621 -1.402 -2.008
C 2.188 1.055 5.530
Si 1.353 1.676 3.965
C -0.014 2.893 4.365
C 2.712 2.509 2.961
C 0.830 0.167 2.944
Te -0.904 -0.720 3.719
C 0.081 -2.471 4.566
Si -1.149 -3.547 5.523
C -0.575 -5.346 5.433
C -2.919 -3.238 4.890
C -1.049 -3.093 7.311
H 2.678 1.892 6.051
H 2.971 0.397 5.215
H 1.546 0.479 6.193
H 0.459 3.656 4.921
H -0.676 2.358 5.067
H -0.658 3.243 3.592
H 3.293 3.264 3.411
H 2.230 2.924 2.061
H 3.375 1.740 2.589
H 1.608 -0.608 2.956
H 0.559 0.417 1.929
H 0.862 -2.076 5.248
H 0.633 -3.027 3.738
H -0.786 -5.938 4.567
H -0.801 -5.881 6.318
H 0.533 -5.364 5.468
H -2.967 -3.105 3.823
H -3.316 -2.246 5.271
H -3.643 -3.981 5.188
H -0.157 -3.625 7.741
H -1.852 -3.428 7.922
H -0.942 -1.999 7.488

***

[4]
115
Properties=species:S:1:pos:R:3 method="wB97M-V/def2-TZVPD" homo_energy_ev=-0.4700 lumo_energy_ev=3.9290 homo_lumo_gap_ev=4.399 charge=-2
Tl 0.024 1.667 -0.952
C 0.152 0.894 -5.145
O -1.123 0.445 -5.529
C -1.709 -0.463 -4.635
C -2.022 -1.759 -5.326
C -3.470 -3.064 -3.663
C -3.112 -2.252 -2.459
C -2.505 -1.063 -2.337
C -2.376 -0.548 -0.948
N -1.959 -1.325 -0.033
N -1.849 -0.818 1.230
C -1.774 0.461 1.742
O -2.187 1.513 1.307
C -1.413 0.095 4.337
C -0.680 -0.890 5.244
C -0.812 -0.782 6.564
C -1.605 0.314 7.137
C -1.885 1.381 6.386
C -1.302 1.492 4.995
C -1.902 -0.117 -3.334
O -1.542 1.037 -2.837
H 0.472 1.627 -5.891
H 0.873 0.061 -5.130
H 0.121 1.352 -4.157
H -2.061 -1.490 -6.385
H -2.829 -3.955 -3.693
H -3.416 -2.707 -1.520
H -2.640 0.489 -0.767
H -0.050 -1.651 4.805
H -0.315 -1.480 7.229
H -1.930 0.251 8.171
H -2.440 2.217 6.797
H -1.853 2.210 4.381
O 1.155 -0.693 -0.643
C 1.855 -0.411 0.337
C 2.277 -1.080 1.519
C 3.247 -2.127 1.516
C 3.904 -2.463 2.682
C 3.642 -1.816 3.894
C 2.670 -0.810 3.920
C 1.979 -0.447 2.784
P 0.778 0.893 2.536
C 0.849 2.137 3.786
C 0.155 2.044 5.129
C 0.155 3.402 5.813
C 0.831 4.476 5.351
C 1.587 4.462 4.135
C 1.522 3.291 3.395
C -0.868 0.015 2.894
C -0.944 -1.412 2.229
C -1.533 -2.612 2.920
C -2.656 -2.630 3.634
C -3.431 -1.437 3.986
C -2.905 -0.246 4.262
H 3.470 -2.642 0.587
H 4.638 -3.264 2.660
H 4.178 -2.094 4.793
H 2.445 -0.294 4.850
H 0.657 1.313 5.786
H -0.392 3.481 6.748
H 0.786 5.398 5.926
H 2.158 5.322 3.809
H 2.038 3.241 2.437
H -0.006 -1.695 1.757
H -1.013 -3.549 2.744
H -3.041 -3.588 3.974
H -4.512 -1.546 4.018
H -3.584 0.580 4.452
C 0.523 4.993 -2.918
N 0.548 5.061 -1.472
C 1.667 4.887 -0.673
C 1.239 4.855 0.603
N -0.135 5.017 0.579
C -1.008 4.841 1.733
C -0.561 5.165 -0.696
Se -2.249 5.633 -1.270
H 0.258 5.961 -3.343
H -0.223 4.264 -3.236
H 1.511 4.680 -3.251
H 2.648 4.751 -1.091
H 1.767 4.719 1.530
H -1.701 5.679 1.796
H -0.385 4.785 2.626
H -1.570 3.912 1.634
N 3.452 0.489 -3.191
C 3.945 0.475 -1.911
C 3.702 1.717 -1.415
N 3.060 2.490 -2.356
C 2.924 1.719 -3.408
H 3.353 -0.313 -3.789
H 4.372 -0.403 -1.461
H 3.905 2.084 -0.423
H 2.453 1.999 -4.335
C -3.402 -2.329 -4.987
C -0.885 -2.814 -5.202
As 0.114 -2.770 -3.482
C 1.925 -2.961 -4.294
C 2.227 -4.156 -5.195
C -0.085 -4.643 -2.829
C -0.499 -5.766 -3.777
H -3.711 -3.011 -5.789
H -4.116 -1.502 -4.968
H -4.486 -3.448 -3.520
H -0.135 -2.584 -5.964
H -1.265 -3.815 -5.432
H 2.625 -2.935 -3.455
H 2.062 -2.031 -4.857
H 2.310 -5.075 -4.612
H 3.172 -4.023 -5.731
H 1.446 -4.300 -5.945
H -0.803 -4.571 -2.009
H 0.876 -4.874 -2.360
H -1.530 -5.647 -4.112
H -0.436 -6.737 -3.275
H 0.128 -5.813 -4.667

***

Results for maximum force: 2.71; 4.34; 2.86; 0.88 (in eV/A, following the order of the records).